Version P
{"formula": "CH3ClO2PS", "method": "ωB97M-V with the def2-TZVPD basis set", "smiles": "CS[P@@](=O)([O-])Cl", "charge": -1, "gap_ev": 8.02, "homo_energy_ev": -4.59, "symbols": ["C", "O", "O", "P", "S", "Cl", "H", "H", "H"], "coordinates": [[-0.65873, -0.71535, 1.04112], [-0.70716, 0.69174, -1.79437], [0.70065, 1.78897, 0.19469], [0.47509, 0.61646, -0.97766], [0.57939, -1.36217, -0.09966], [2.12834, 0.59169, -2.03080], [-1.53908, -1.35972, 1.27018], [-0.97673, 0.18506, 0.49276], [-0.00177, -0.43667, 1.90374]]}

Version Q
{"formula": "CH3ClO2PS", "method": "ωB97M-V with the def2-TZVPD basis set", "smiles": "[O-]P(Cl)SCO", "charge": -1, "gap_ev": 7.48, "homo_energy_ev": -3.82, "symbols": ["C", "O", "O", "P", "S", "Cl", "H", "H", "H"], "coordinates": [[1.25318, -0.03912, 0.07883], [1.18037, 1.29123, -0.10996], [-2.44667, 0.53231, -0.87187], [-1.36869, 0.14938, 0.07117], [0.23218, -1.10776, -1.00150], [-2.14463, -1.46188, 1.07729], [0.87658, -0.34878, 1.12619], [0.28254, 1.55041, -0.26111], [2.13514, -0.56580, -0.10903]]}

version P comes first in stability; the runner-up is 0.0452 hartree higher.

Version P
{"formula": "CH3ClO2PS", "method": "ωB97M-V with the def2-TZVPD basis set", "smiles": "CS[P@@](=O)([O-])Cl", "charge": -1, "gap_ev": 8.25, "homo_energy_ev": -4.84, "symbols": ["C", "O", "O", "P", "S", "Cl", "H", "H", "H"], "coordinates": [[-0.82268, -1.13189, -0.42858], [0.59955, 2.72603, 0.86774], [0.87009, 0.17496, 1.62121], [0.74331, 1.15720, 0.57205], [-0.84246, 0.62033, -0.83322], [2.31649, 0.97757, -0.68044], [-0.70877, -1.68432, -1.29308], [-1.82686, -1.38744, -0.34538], [-0.32867, -1.45244, 0.51970]]}

Version Q
{"formula": "CH3ClO2PS", "method": "ωB97M-V with the def2-TZVPD basis set", "charge": -1, "gap_ev": 8.46, "homo_energy_ev": -5.34, "symbols": ["C", "O", "O", "P", "S", "Cl", "H", "H", "H"], "coordinates": [[0.61235, -0.41264, -1.22876], [-1.38253, -0.23657, 2.55368], [0.91262, 0.48973, 1.74279], [-0.44700, 0.04470, 1.46743], [-0.62895, -1.30917, -0.17147], [-1.67747, 2.14031, 0.13846], [1.00269, -1.11920, -1.85968], [1.33940, 0.02341, -0.58878], [0.26888, 0.37943, -2.05368]]}

version P comes first in stability; the runner-up is 0.0090 hartree higher.

Version P
{"formula": "C3H11NOS2", "method": "ωB97M-V with the def2-TZVPD basis set", "smiles": "CNCCSS.O", "charge": 0, "gap_ev": 8.76, "homo_energy_ev": -8.45, "symbols": ["S", "S", "C", "C", "N", "C", "H", "H", "H", "H", "H", "H", "H", "H", "H", "H", "H", "O"], "coordinates": [[-2.88545, 0.14571, -0.77574], [-2.33170, 0.21130, 1.22198], [-1.09812, -1.10248, 1.34394], [0.09792, -0.97612, 0.39416], [0.78133, 0.28720, 0.56341], [2.23181, 0.26132, 0.52056], [-2.53155, 1.40736, -0.95452], [-0.83797, -1.02631, 2.39764], [-1.56545, -2.06565, 1.17043], [-0.33323, -1.10489, -0.61077], [0.74703, -1.82235, 0.60588], [0.45742, 0.95385, -0.12914], [2.65440, -0.06747, 1.47201], [2.62308, 1.24173, 0.26328], [2.62070, -0.42251, -0.25931], [0.52955, 1.32452, -2.66835], [-0.97192, 1.17835, -2.47464], [-0.18785, 1.57643, -2.08083]]}

Version Q
{"formula": "C3H11NOS2", "method": "ωB97M-V with the def2-TZVPD basis set", "smiles": "CNCCSS.O", "charge": 0, "gap_ev": 8.63, "homo_energy_ev": -8.37, "symbols": ["S", "S", "C", "C", "N", "C", "H", "H", "H", "H", "H", "H", "H", "H", "H", "H", "H", "O"], "coordinates": [[0.19560, 2.15148, -1.86484], [0.50975, 0.09114, -1.80097], [0.08223, -0.57268, -0.08099], [0.54647, 0.39936, 1.05395], [0.06510, -0.17910, 2.47396], [-1.37138, 0.18664, 2.82048], [0.65880, 2.55766, -0.72937], [-0.94715, -0.63513, -0.04637], [0.44526, -1.66246, -0.04984], [0.30568, 1.50273, 1.21904], [1.61857, 0.39887, 1.19119], [0.13279, -1.09566, 2.33782], [-1.74419, 1.00032, 2.32855], [-1.54272, -0.00521, 3.96967], [-2.12073, -0.56412, 2.35242], [-0.13828, -4.18387, 1.21752], [0.12282, -3.66472, -0.14633], [-0.50950, -3.54457, 0.61628]]}

Version R
{"formula": "C3H11NOS2", "method": "ωB97M-V with the def2-TZVPD basis set", "smiles": "C[C@H](N)CSS.O", "charge": 0, "gap_ev": 9.32, "homo_energy_ev": -8.91, "symbols": ["N", "C", "C", "C", "S", "S", "H", "H", "H", "H", "H", "H", "H", "H", "H", "H", "H", "O"], "coordinates": [[0.39361, 1.05285, -2.00431], [-0.05151, -0.35373, -1.88404], [0.38598, -1.20236, -3.05600], [0.18832, -0.98838, -0.53108], [-0.72943, -0.08647, 0.79175], [0.07806, -1.07469, 2.39922], [-0.05822, 1.61391, -1.30143], [1.39665, 1.12852, -1.85710], [-1.14975, -0.27972, -1.94828], [1.42673, -1.53104, -2.94761], [0.44875, -0.62267, -3.97823], [-0.31258, -2.02365, -3.18592], [1.21772, -1.08807, -0.17819], [-0.18138, -2.02078, -0.52804], [0.67353, -0.07890, 3.08034], [-0.41936, 2.33547, 1.43444], [0.51830, 3.57855, 1.53650], [0.06055, 3.00337, 0.93154]]}

Version S
{"formula": "C3H11NOS2", "method": "ωB97M-V with the def2-TZVPD basis set", "smiles": "C[C@@H](N)CSS.O", "charge": 0, "gap_ev": 8.57, "homo_energy_ev": -8.51, "symbols": ["N", "C", "C", "C", "S", "S", "H", "H", "H", "H", "H", "H", "H", "H", "H", "H", "H", "O"], "coordinates": [[1.18741, -1.18948, 1.20638], [0.60791, -0.23545, 0.27324], [-0.78461, 0.22280, 0.75337], [0.54178, -0.93657, -1.06390], [-0.10251, 0.04593, -2.47709], [-2.26848, -0.26949, -2.22480], [2.04256, -1.54511, 0.75876], [0.66323, -2.03406, 1.50687], [1.01706, 0.67187, -0.06892], [-0.86856, 0.21992, 1.87460], [-1.16250, 1.19533, 0.28231], [-1.52122, -0.73160, 0.58955], [1.52760, -1.19906, -1.50784], [0.04000, -1.98681, -1.14011], [-1.99992, -1.33081, -1.41248], [0.35507, 2.46372, 0.30268], [0.36867, 3.25171, 1.67242], [0.35649, 3.38716, 0.67494]]}

version R comes first in stability; the runner-up is 0.0098 hartree higher.

Version P
{"formula": "C3H11NOS2", "method": "ωB97M-V with the def2-TZVPD basis set", "smiles": "CNCO.CSS", "charge": 0, "gap_ev": 9.61, "homo_energy_ev": -8.94, "symbols": ["C", "S", "S", "H", "H", "H", "H", "C", "N", "C", "O", "H", "H", "H", "H", "H", "H", "H"], "coordinates": [[-0.96875, -3.36339, 0.42699], [-1.62215, -1.88377, -0.37229], [-0.16824, -1.38900, -1.72817], [-1.11717, -4.24418, -0.19340], [-1.44959, -3.53681, 1.38788], [0.09087, -3.19317, 0.59639], [0.71826, -0.72665, -0.93069], [0.79287, 2.40485, -1.11505], [1.00533, 1.39722, -0.07861], [-0.10601, 1.38061, 0.86681], [0.04428, 0.37127, 1.80810], [0.09988, 1.98001, -1.83841], [1.73483, 2.64325, -1.60549], [0.41450, 3.36055, -0.73165], [1.83019, 1.62048, 0.46695], [-0.19447, 2.35087, 1.37572], [-1.05263, 1.29930, 0.31245], [-0.05201, -0.47143, 1.35245]]}

Version Q
{"formula": "C3H11NOS2", "method": "ωB97M-V with the def2-TZVPD basis set", "smiles": "CSSCCN.O", "charge": 0, "gap_ev": 9.72, "homo_energy_ev": -9.12, "symbols": ["N", "C", "C", "S", "S", "C", "H", "H", "H", "H", "H", "H", "H", "H", "H", "H", "H", "O"], "coordinates": [[1.33782, -1.96214, -1.32618], [0.32123, -2.20591, -0.32401], [-1.00428, -1.43921, -0.40682], [-0.86311, 0.39233, -0.50626], [-0.20024, 0.89252, 1.30271], [-1.71257, 1.24667, 2.24033], [0.99987, -1.83459, -2.26283], [1.87982, -1.15061, -1.09245], [-0.00881, -3.24932, -0.35652], [0.78745, -2.08491, 0.65010], [-1.54929, -1.83387, -1.27452], [-1.56556, -1.68793, 0.50319], [-2.52827, 0.54484, 2.25361], [-1.35590, 1.49860, 3.24509], [-2.03225, 2.24177, 1.89200], [2.63306, 2.47884, -1.42420], [2.43198, 0.99394, -1.41735], [2.97309, 1.67300, -1.81365]]}

version Q comes first in stability; the runner-up is 0.0098 hartree higher.